ORCA calculation (ωB97M-V with the def2-TZVPD basis set) on a molecular structure, C5H15N2.

Last column: natural (NBO) charge in e.
CARTESIAN COORDINATES (ANGSTROEM)
C (-1.84, 0.23, -0.42)  -0.220
C (-1.05, 0.91, 0.74)  -0.421
C (0.25, 1.55, 0.30)  -0.430
C (1.59, 0.89, 0.48)  -0.415
C (1.78, -0.26, -0.52)  -0.209
N (0.91, -1.52, -0.09)  -0.858
N (-1.56, -1.27, -0.35)  -0.763
H (-2.91, 0.49, -0.24)  0.236
H (-1.54, 0.43, -1.52)  0.216
H (-1.68, 1.57, 1.28)  0.244
H (-0.90, 0.02, 1.35)  0.199
H (0.51, 2.42, 1.10)  0.244
H (0.05, 1.88, -0.72)  0.218
H (2.45, 1.63, 0.13)  0.247
H (1.85, 0.48, 1.56)  0.225
H (1.31, 0.13, -1.44)  0.190
H (2.79, -0.46, -0.72)  0.215
H (1.13, -2.29, -0.78)  0.397
H (1.29, -1.96, 0.85)  0.409
H (-0.44, -1.34, -0.28)  0.435
H (-1.94, -1.85, -1.18)  0.424
H (-2.06, -1.71, 0.46)  0.418

- M: 103.2 g mol⁻¹
- Gap between HOMO and LUMO: 11.5 eV
- E_HOMO: -14.5 eV
- Energy above the lowest of the compared OMol25 structures with the same formula, charge and spin: 178.5 kJ/mol
- Net charge: +1

ORCA calculation (ωB97M-V with the def2-TZVPD basis set) on 4 unconnected molecules or ions with the total composition C4H16O4.

Last column: natural (NBO) charge in e.
CARTESIAN COORDINATES (ANGSTROEM)
C (1.45, 1.61, 0.26)  -0.611
C (0.15, 0.86, 0.40)  -0.441
C (-0.46, 0.29, -0.83)  0.082
C (-1.99, 0.16, -0.64)  -0.632
O (-0.06, -1.09, -1.14)  -0.731
H (1.45, 2.29, -0.60)  0.202
H (2.31, 0.96, -0.04)  0.190
H (1.84, 2.10, 1.15)  0.240
H (0.46, 0.06, 1.12)  0.193
H (-0.62, 1.43, 0.89)  0.222
H (-0.32, 0.95, -1.71)  0.166
H (-2.44, -0.65, -1.23)  0.224
H (-2.13, -0.19, 0.38)  0.207
H (-2.39, 1.12, -1.07)  0.222
H (0.90, -1.04, -1.03)  0.460
H (2.16, -2.12, 0.31)  0.480
H (0.80, -1.80, 1.24)  0.488
O (1.46, -2.41, 0.90)  -0.963
H (-1.36, -1.16, -2.94)  0.480
H (-2.49, -2.10, -3.12)  0.462
O (-2.08, -1.35, -3.57)  -0.943
H (0.36, 0.52, 3.63)  0.470
H (1.83, 0.54, 4.08)  0.475
O (1.18, 1.02, 3.56)  -0.942

- M: 128.2 g mol⁻¹
- Gap between HOMO and LUMO: 11.1 eV
- E_HOMO: -10.7 eV
- Energy above the lowest of the compared OMol25 structures with the same formula, charge and spin: 135.9 kJ/mol
- Structure (SMILES): CC[C@H](C)O.O.O.O

ORCA calculation (ωB97M-V with the def2-TZVPD basis set) on a molecular structure, C10H30O2P2RuSi.

Last column: natural (NBO) charge in e.
CARTESIAN COORDINATES (ANGSTROEM)
Ru (0.23, 0.01, 0.87)  0.076
Si (-0.22, -2.12, 0.22)  0.734
P (2.43, -0.25, 0.96)  1.086
P (-2.30, 0.09, 1.04)  1.059
H (1.18, -1.35, 0.43)  -0.042
C (3.19, 1.33, 1.13)  -0.994
H (4.30, 1.22, 1.05)  0.216
H (2.92, 1.71, 2.13)  0.261
H (2.80, 2.01, 0.35)  0.258
C (3.26, -1.11, -0.47)  -0.950
H (4.35, -1.04, -0.35)  0.230
H (2.94, -0.60, -1.40)  0.246
H (2.91, -2.16, -0.54)  0.249
C (2.76, -1.26, 2.44)  -0.977
H (3.86, -1.37, 2.57)  0.230
H (2.27, -2.25, 2.34)  0.262
H (2.30, -0.70, 3.28)  0.264
C (-2.92, 1.77, 1.37)  -0.963
H (-4.00, 1.72, 1.53)  0.213
H (-2.68, 2.41, 0.50)  0.277
H (-2.41, 2.15, 2.27)  0.255
C (-3.28, -0.44, -0.41)  -0.970
H (-4.33, -0.24, -0.16)  0.221
H (-3.13, -1.51, -0.59)  0.239
H (-2.97, 0.16, -1.28)  0.262
C (-2.90, -0.90, 2.47)  -0.959
H (-4.00, -0.77, 2.54)  0.223
H (-2.38, -0.51, 3.36)  0.271
H (-2.64, -1.95, 2.31)  0.250
C (-0.29, -2.56, -1.61)  -1.096
H (0.55, -2.11, -2.15)  0.226
H (-1.24, -2.20, -2.02)  0.228
H (-0.25, -3.65, -1.74)  0.241
H (0.89, -2.99, 0.72)  -0.224
H (-1.46, -2.71, 0.71)  -0.180
C (-0.54, 2.40, -2.37)  0.592
O (-1.42, 2.39, -1.46)  -0.571
C (0.84, 3.12, -2.10)  -0.720
H (1.28, 3.50, -3.04)  0.217
H (1.52, 2.33, -1.71)  0.231
H (0.81, 3.97, -1.39)  0.239
C (-0.55, 1.27, -3.41)  -0.733
H (-1.33, 1.29, -4.22)  0.245
H (-0.56, 0.29, -2.90)  0.248
H (0.47, 1.23, -3.87)  0.213
O (-0.26, 0.34, 2.54)  -0.684

- <S²>: 6.021
- M: 373.5 g mol⁻¹
- Gap between HOMO and LUMO (spin up / spin down): 5.2 / 8.0 eV
- 2S+1: 5
- E_HOMO (spin up / spin down): -4.5 / -8.2 eV

ORCA calculation (ωB97M-V with the def2-TZVPD basis set) on C4H7NOS in the gas phase.

Last column: natural (NBO) charge in e.
CARTESIAN COORDINATES (ANGSTROEM)
C (-1.07, -1.09, 0.74)  -0.304
C (-2.25, -0.97, 0.09)  -0.389
C (-0.04, 0.02, 0.46)  0.274
C (2.20, 0.60, -0.28)  -0.271
N (-0.93, 1.03, -0.64)  -0.823
O (1.17, -0.36, -0.08)  -0.533
S (-2.50, 0.36, -0.93)  0.467
H (-0.88, -1.84, 1.51)  0.227
H (-2.91, -1.81, 0.31)  0.245
H (0.08, 0.74, 1.25)  0.170
H (2.98, 0.22, -0.92)  0.203
H (2.84, 0.61, 0.62)  0.182
H (1.77, 1.61, -0.61)  0.196
H (-0.45, 0.88, -1.53)  0.357

- M: 117.2 g mol⁻¹
- Gap between HOMO and LUMO: 8.8 eV
- E_HOMO: -7.9 eV
- Energy above the lowest of the compared OMol25 structures with the same formula, charge and spin: 274.5 kJ/mol
- Structure (SMILES): CO[C@@H]1C=CSN1

ORCA calculation (ωB97M-V with the def2-TZVPD basis set) on a gas-phase ion, C18H26FN2O (charge +1).

Last column: natural (NBO) charge in e.
CARTESIAN COORDINATES (ANGSTROEM)
C (-1.84, -2.11, 4.60)  -0.600
H (-2.75, -2.54, 5.02)  0.225
H (-1.09, -2.89, 4.56)  0.212
H (-1.50, -1.33, 5.27)  0.207
C (-2.12, -1.55, 3.21)  -0.208
C (-3.21, -0.47, 3.27)  -0.401
C (-3.47, 0.11, 1.88)  -0.391
H (-4.22, 0.90, 1.95)  0.231
H (-3.87, -0.66, 1.22)  0.204
C (-2.19, 0.69, 1.28)  -0.425
C (-1.14, -0.41, 1.22)  -0.023
C (-0.84, -0.96, 2.61)  -0.421
H (-0.49, -0.16, 3.26)  0.210
H (-0.08, -1.73, 2.58)  0.214
H (-1.53, -1.23, 0.60)  0.220
N (0.08, 0.08, 0.50)  -0.414
H (-0.26, 0.69, -0.29)  0.493
C (0.97, 0.98, 1.27)  -0.246
H (0.37, 1.68, 1.85)  0.244
H (1.58, 0.39, 1.95)  0.223
C (1.83, 1.74, 0.24)  -0.241
N (2.03, 0.97, -0.97)  -0.476
C (1.10, 1.20, -2.01)  0.687
O (-0.02, 1.62, -1.74)  -0.610
C (1.56, 0.90, -3.36)  -0.117
C (2.92, 0.79, -3.66)  -0.190
C (3.31, 0.54, -4.97)  -0.194
C (2.37, 0.41, -5.97)  -0.223
C (1.03, 0.53, -5.66)  0.394
C (0.60, 0.78, -4.37)  -0.230
H (-0.45, 0.89, -4.15)  0.249
F (0.12, 0.40, -6.63)  -0.302
H (2.67, 0.22, -6.99)  0.247
H (4.36, 0.47, -5.20)  0.234
H (3.65, 0.92, -2.88)  0.231
C (2.22, -0.43, -0.67)  -0.239
C (0.90, -1.01, -0.09)  -0.242
H (0.32, -1.47, -0.89)  0.231
H (1.11, -1.75, 0.68)  0.233
H (3.04, -0.52, 0.05)  0.221
H (2.50, -0.98, -1.57)  0.248
H (2.82, 1.96, 0.66)  0.230
H (1.36, 2.69, -0.03)  0.242
H (-1.85, 1.51, 1.91)  0.207
H (-2.39, 1.08, 0.28)  0.226
H (-4.13, -0.90, 3.66)  0.228
H (-2.89, 0.33, 3.94)  0.201
H (-2.47, -2.36, 2.57)  0.200

- M: 305.4 g mol⁻¹
- Gap between HOMO and LUMO: 9.2 eV
- E_HOMO: -12.3 eV
- Energy above the lowest of the compared OMol25 structures with the same formula, charge and spin: 0.0 kJ/mol
- Structure (SMILES): C[C@H]1CCC[C@@H]([NH+]2CCN(C(=O)c3cccc(F)c3)CC2)C1
- Net charge: +1

ORCA calculation (ωB97M-V with the def2-TZVPD basis set) on C3H5FN2 in the gas phase.

Last column: natural (NBO) charge in e.
CARTESIAN COORDINATES (ANGSTROEM)
C (0.35, -0.59, -0.41)  0.356
C (-0.41, 0.50, 0.24)  0.318
C (-1.22, 0.64, 1.27)  -0.452
H (0.73, -2.54, 0.05)  0.394
H (-0.02, -1.64, 1.28)  0.381
H (1.32, 0.42, -1.69)  0.355
H (-1.86, -0.20, 1.75)  0.224
H (-1.38, 1.63, 1.67)  0.229
N (0.09, -1.78, 0.30)  -0.817
N (1.24, -0.55, -1.33)  -0.646
F (-0.05, 1.70, -0.28)  -0.342

- M: 88.1 g mol⁻¹
- Gap between HOMO and LUMO: 10.2 eV
- E_HOMO: -9.8 eV
- Energy above the lowest of the compared OMol25 structures with the same formula, charge and spin: 44.1 kJ/mol
- Structure (SMILES): [H]/N=C(/N)C(=C)F

ORCA calculation (ωB97M-V with the def2-TZVPD basis set) on 2 unconnected molecules or ions with the total composition C4H9N4O2.

Last column: natural (NBO) charge in e.
CARTESIAN COORDINATES (ANGSTROEM)
C (1.40, 1.09, -0.24)  0.729
C (2.31, -0.86, -0.04)  0.725
C (-3.41, -0.73, 0.01)  -0.704
C (-2.25, 0.16, -0.42)  0.307
N (2.73, 1.33, 0.06)  -0.412
N (3.22, 0.02, 0.34)  -0.406
N (1.18, -0.20, -0.25)  -0.642
N (-1.62, 0.78, 0.49)  -0.600
O (0.52, 1.96, -0.35)  -0.682
O (2.54, -2.12, 0.00)  -0.614
H (-3.51, -0.93, 1.05)  0.241
H (-3.35, -1.67, -0.48)  0.257
H (-4.42, -0.35, -0.46)  0.276
H (-2.04, 0.27, -1.52)  0.247
H (3.35, 1.96, -0.21)  0.417
H (4.25, -0.19, 0.53)  0.446
H (1.75, -2.72, -0.09)  0.538
H (-1.81, 0.81, 1.45)  0.421
H (-0.83, 1.38, 0.12)  0.458

- M: 145.1 g mol⁻¹
- Gap between HOMO and LUMO: 9.5 eV
- E_HOMO: -13.1 eV
- Energy above the lowest of the compared OMol25 structures with the same formula, charge and spin: 21.5 kJ/mol
- Net charge: +1

ORCA calculation (ωB97M-V with the def2-TZVPD basis set) on C23H27N3O4 in the gas phase.

Last column: natural (NBO) charge in e.
CARTESIAN COORDINATES (ANGSTROEM)
C (-6.37, -1.75, 0.73)  -0.647
H (-6.83, -2.16, 1.63)  0.214
H (-6.92, -2.12, -0.14)  0.199
H (-5.35, -2.11, 0.68)  0.227
C (-6.43, -0.22, 0.79)  -0.202
N (-5.95, 0.49, -0.39)  -0.465
C (-6.71, 0.25, -1.60)  -0.209
C (-6.73, 1.49, -2.49)  -0.608
H (-7.11, 2.34, -1.93)  0.211
H (-7.38, 1.32, -3.35)  0.208
H (-5.74, 1.73, -2.85)  0.195
H (-6.33, -0.61, -2.17)  0.167
H (-7.74, 0.02, -1.30)  0.197
C (-4.51, 0.41, -0.57)  -0.234
H (-4.28, 0.58, -1.62)  0.191
C (-3.80, 1.48, 0.27)  -0.234
N (-2.37, 1.47, 0.06)  -0.606
C (-1.53, 0.77, 0.85)  0.690
O (-1.90, 0.15, 1.83)  -0.661
C (-0.08, 0.90, 0.48)  -0.205
C (0.47, 2.15, 0.72)  -0.136
C (1.83, 2.37, 0.58)  -0.219
C (2.67, 1.32, 0.23)  -0.110
C (2.15, 0.04, -0.03)  -0.154
C (0.74, -0.18, 0.05)  0.270
N (0.25, -1.37, -0.34)  -0.570
H (0.98, -2.05, -0.55)  0.441
C (-1.11, -1.83, -0.43)  -0.248
H (-1.18, -2.47, -1.31)  0.207
H (-1.78, -0.98, -0.58)  0.202
C (-1.57, -2.61, 0.83)  -0.068
O (-2.89, -2.30, 1.19)  -0.743
H (-2.87, -1.44, 1.64)  0.498
H (-1.54, -3.68, 0.64)  0.177
H (-0.88, -2.38, 1.66)  0.176
C (3.05, -1.05, -0.38)  0.514
O (2.67, -2.19, -0.66)  -0.590
C (4.50, -0.77, -0.38)  -0.042
C (5.39, -1.81, -0.65)  -0.186
C (6.75, -1.59, -0.66)  -0.188
C (7.26, -0.32, -0.41)  -0.195
C (6.39, 0.72, -0.15)  -0.150
C (5.01, 0.51, -0.13)  -0.178
C (4.11, 1.64, 0.16)  0.613
O (4.53, 2.77, 0.32)  -0.537
H (6.76, 1.72, 0.05)  0.237
H (8.32, -0.15, -0.43)  0.219
H (7.43, -2.41, -0.87)  0.219
H (4.98, -2.79, -0.84)  0.240
H (2.26, 3.34, 0.76)  0.241
H (-0.18, 2.95, 1.04)  0.222
H (-2.01, 1.92, -0.77)  0.405
H (-3.97, 1.29, 1.33)  0.222
H (-4.20, 2.46, 0.02)  0.207
H (-4.11, -0.58, -0.30)  0.197
H (-5.85, 0.13, 1.64)  0.190
H (-7.47, 0.10, 0.94)  0.191

- M: 409.5 g mol⁻¹
- Gap between HOMO and LUMO: 6.9 eV
- E_HOMO: -8.1 eV
- Energy above the lowest of the compared OMol25 structures with the same formula, charge and spin: 101.9 kJ/mol
- Structure (SMILES): CCN(CC)CCNC(=O)c1ccc2c(c1NCCO)C(=O)c1ccccc1C2=O